No. 1
Computed, not measured: 6 unconnected molecules or ions with the total composition C13H30B3Br10O5P in a non-equilibrium geometry, with ωB97M-V/def2-TZVPD.

For the total energy, the calculation gives -735952.6527 eV. Its SMILES is CCCB1OBOB(P(O)O)O1.BrCCBr.BrCCBr.BrCCBr.BrCCBr.BrCCBr. The calculation puts the highest occupied orbital energy at -7.932 eV.

Each line ends with the natural charge from an NBO analysis.
Positions of all 62 atoms, in Å:
C1 -0.964 -2.829 0.716  -0.656
C2 0.572 -3.262 1.091  -0.393
C3 1.663 -2.039 1.080  -0.824
B1 1.018 -0.528 0.999  1.237
O1 0.238 0.038 -0.120  -0.919
B2 0.650 1.415 -0.453  0.966
O2 1.352 2.358 0.460  -0.886
B3 1.166 1.785 1.807  0.846
P1 0.742 3.026 3.253  0.964
O3 -0.838 3.748 2.963  -0.977
O4 1.855 4.409 3.169  -0.989
O5 1.270 0.362 2.186  -0.907
H1 -1.489 -2.126 1.491  0.219
H2 -0.947 -2.406 -0.379  0.221
H3 -1.616 -3.826 0.667  0.215
H4 0.913 -4.041 0.254  0.216
H5 0.538 -3.867 2.093  0.212
H6 2.458 -2.275 0.230  0.258
H7 2.273 -2.126 2.100  0.248
H8 0.376 1.854 -1.533  -0.080
H9 -0.776 4.655 3.430  0.493
H10 1.773 4.881 4.068  0.479
Br1 0.510 3.943 -3.711  -0.012
C4 2.446 4.085 -3.528  -0.461
C5 2.832 5.306 -2.726  -0.448
Br2 2.679 6.930 -3.794  -0.020
H11 2.864 4.080 -4.539  0.225
H12 2.750 3.171 -3.010  0.241
H13 3.884 5.257 -2.431  0.230
H14 2.216 5.451 -1.834  0.242
Br3 0.596 -0.582 -5.895  -0.012
C6 2.106 0.651 -5.850  -0.454
C7 3.185 0.160 -4.914  -0.444
Br4 2.701 0.474 -3.051  -0.017
H15 1.708 1.633 -5.577  0.239
H16 2.475 0.686 -6.879  0.232
H17 4.112 0.722 -5.065  0.229
H18 3.393 -0.909 -5.013  0.238
Br5 0.344 -4.392 -2.595  -0.016
C8 -1.423 -4.210 -3.400  -0.448
C9 -2.509 -4.636 -2.440  -0.449
Br6 -2.619 -6.580 -2.315  -0.025
H19 -1.413 -4.789 -4.328  0.234
H20 -1.517 -3.147 -3.641  0.235
H21 -3.491 -4.319 -2.802  0.234
H22 -2.362 -4.259 -1.424  0.240
Br7 0.530 4.809 5.793  0.014
C10 1.825 5.795 6.867  -0.450
C11 1.167 6.938 7.605  -0.452
Br8 0.813 8.439 6.411  -0.008
H23 2.622 6.117 6.190  0.234
H24 2.227 5.062 7.572  0.235
H25 1.836 7.337 8.373  0.232
H26 0.214 6.665 8.066  0.235
Br9 -7.759 -6.536 -0.941  -0.017
C12 -6.241 -7.373 -0.047  -0.453
C13 -5.926 -6.681 1.258  -0.446
Br10 -4.990 -4.996 0.956  -0.019
H27 -5.408 -7.364 -0.756  0.242
H28 -6.550 -8.407 0.130  0.229
H29 -5.238 -7.284 1.858  0.230
H30 -6.814 -6.451 1.853  0.234

Atomic forces in eV per Å
C 0.1059 -1.1886 -0.5696
C -0.5701 -0.9060 -0.8247
C 0.6311 -0.9032 0.8353
B -0.0394 0.7311 0.5443
O 3.1761 1.8957 1.8732
B 0.1233 -0.1754 1.0349
O -2.1440 -4.7139 0.8878
B 0.7087 -0.4173 -1.7058
P -0.1122 2.1761 2.5143
O 2.1662 1.1173 0.3490
O -1.4529 -1.2443 0.1669
O -0.9626 2.0992 -4.0488
H 1.1844 -1.1161 -1.5570
H -0.2275 -0.4536 2.2578
H 1.3623 2.0850 0.2206
H -0.8606 1.6698 1.9101
H 0.2971 1.4079 -1.7590
H -1.7852 0.8015 1.6100
H -1.2551 0.3995 -2.1983
H 0.0257 -0.2827 0.3783
H -0.2243 -2.0353 -1.1438
H 0.1392 -1.3294 -1.9836
Br 0.1289 0.0093 -0.1673
C -0.0736 -0.1510 0.2240
C 0.2081 0.1302 -0.0401
Br -0.0486 -0.0346 0.0881
H -0.0697 0.1313 0.2511
H -0.0510 0.2588 -0.0552
H -0.1927 -0.0664 -0.0712
H 0.1011 -0.1352 -0.2697
Br 0.0459 0.1410 0.0550
C -0.0706 -0.1011 -0.2192
C 0.2064 0.1398 0.0379
Br 0.0458 -0.3054 -0.0756
H 0.1005 -0.2412 0.0399
H 0.0113 -0.0290 0.2108
H -0.1819 -0.0693 -0.0266
H -0.1466 0.2775 -0.0056
Br -0.0486 -0.0598 -0.1540
C 0.0972 0.2165 0.0037
C -0.2607 -0.0407 -0.0668
Br 0.0316 0.0713 0.0856
H -0.0593 0.0860 0.2922
H -0.0378 -0.1698 0.0890
H 0.1986 -0.0244 0.0257
H 0.0391 -0.0852 -0.3113
Br -0.2274 0.2678 1.1749
C -0.0450 -0.0520 0.2240
C 0.1300 0.3010 0.0730
Br -0.0580 -0.1338 0.0749
H -0.2248 0.0275 0.1965
H -0.1073 0.1344 -0.1095
H -0.0755 -0.1336 -0.1440
H 0.2685 -0.0261 -0.1745
Br 0.1369 -0.0124 -0.0155
C -0.1874 -0.1738 -0.0487
C 0.2380 -0.0275 0.0949
Br -0.0917 -0.0043 0.0429
H -0.1478 0.0856 0.2422
H 0.0701 0.1930 0.0444
H -0.1224 0.0593 -0.1600
H 0.1845 -0.0708 -0.2480


No. 2
Computed, not measured: 7 unconnected molecules or ions with the total composition C13H30BBr12OP in a non-equilibrium geometry, with ωB97M-V/def2-TZVPD.

For the total energy, the calculation gives -866490.4963 eV. Its SMILES is BrCCBr.BrCCBr.BrCCBr.BrCCBr.BrCCBr.BrCCBr.CB(O)P. The calculation puts the highest occupied orbital energy at -7.554 eV.

Each line ends with the natural charge from an NBO analysis.
Positions of all 58 atoms, in Å:
C1 1.585 -0.656 -3.338  -1.024
B1 1.848 0.850 -3.601  0.764
O1 2.476 1.193 -4.773  -0.925
P1 1.304 2.118 -2.292  -0.199
H1 2.395 -0.995 -2.706  0.254
H2 1.566 -1.242 -4.239  0.234
H3 0.667 -0.778 -2.791  0.246
H4 3.348 1.611 -4.637  0.507
H5 -0.029 2.379 -2.101  0.073
H6 2.208 3.046 -1.802  0.050
Br1 -2.020 2.805 2.531  -0.013
C2 -2.220 4.478 1.558  -0.445
C3 -1.700 4.370 0.150  -0.450
Br2 0.243 4.379 0.095  -0.007
H7 -1.701 5.237 2.131  0.230
H8 -3.286 4.687 1.552  0.229
H9 -2.014 5.226 -0.440  0.230
H10 -2.020 3.454 -0.337  0.234
Br3 -2.109 -2.075 -1.685  -0.013
C4 -1.234 -2.919 -0.167  -0.451
C5 0.260 -2.995 -0.323  -0.451
Br4 0.808 -4.389 -1.568  -0.030
H11 -1.692 -3.895 -0.048  0.226
H12 -1.480 -2.294 0.688  0.232
H13 0.698 -3.253 0.637  0.240
H14 0.687 -2.068 -0.687  0.237
Br5 -4.163 1.845 -6.464  -0.015
C6 -2.238 2.106 -6.353  -0.445
C7 -1.548 0.933 -5.715  -0.450
Br6 -1.818 0.894 -3.789  -0.003
H15 -2.080 3.025 -5.800  0.231
H16 -1.899 2.233 -7.377  0.229
H17 -0.471 1.004 -5.858  0.236
H18 -1.905 -0.017 -6.095  0.233
Br7 -3.919 -0.587 1.213  -0.013
C8 -5.814 -0.848 0.872  -0.446
C9 -6.043 -1.521 -0.455  -0.453
Br8 -5.767 -0.297 -1.939  -0.005
H19 -6.279 0.130 0.924  0.229
H20 -6.178 -1.469 1.686  0.227
H21 -7.073 -1.857 -0.537  0.227
H22 -5.370 -2.357 -0.614  0.236
Br9 1.294 -2.712 3.194  -0.021
C10 2.510 -1.220 3.487  -0.441
C11 1.923 0.067 2.973  -0.460
Br10 2.074 0.187 1.038  0.000
H23 3.450 -1.463 3.006  0.239
H24 2.652 -1.189 4.564  0.222
H25 2.479 0.922 3.351  0.229
H26 0.875 0.176 3.227  0.232
Br11 7.426 -0.818 5.197  -0.006
C12 5.893 -1.271 6.301  -0.449
C13 5.701 -2.758 6.418  -0.449
Br12 4.960 -3.528 4.792  -0.007
H27 5.035 -0.779 5.856  0.223
H28 6.095 -0.837 7.277  0.231
H29 4.983 -2.986 7.202  0.230
H30 6.630 -3.281 6.613  0.233

Atomic forces in eV per Å
C -0.6324 0.5431 -0.1658
B -0.2992 -0.0548 -0.3775
O 1.5693 0.0258 0.1934
P 0.6972 -0.7725 0.5803
H 0.3465 -0.1972 0.2874
H 0.0393 -0.3536 -0.4015
H -0.4220 -0.3410 0.3621
H -0.7966 0.2383 -0.3752
H -0.1694 0.1973 0.1029
H -0.1834 0.5305 -0.3419
Br 0.0399 0.0510 0.0166
C -0.0792 -0.1554 0.0635
C 0.1438 0.0472 -0.0785
Br -0.0771 0.1404 0.2107
H 0.0239 0.0531 0.0049
H -0.0245 -0.0066 -0.0292
H -0.0286 0.0334 0.0205
H -0.0429 -0.0333 -0.0037
Br 0.0758 -0.1260 -0.0730
C -0.0945 0.1658 -0.0756
C -0.0630 -0.2258 -0.0018
Br -0.0312 0.0767 -0.0005
H 0.0297 -0.0628 0.0301
H 0.0086 0.0103 0.0361
H 0.0892 0.0091 -0.1530
H 0.0183 0.0764 0.0204
Br 0.0261 0.0338 0.0470
C -0.1378 -0.0365 -0.1286
C 0.1564 0.0562 0.1811
Br -0.2000 -0.0994 -0.1120
H 0.0403 0.0341 0.0294
H 0.0198 -0.0186 -0.0226
H 0.0115 0.0349 -0.0189
H -0.0253 -0.0292 -0.0418
Br -0.0399 0.1599 0.1391
C 0.1434 -0.1246 0.0564
C -0.1038 0.1134 -0.1391
Br 0.0585 -0.0315 0.0018
H -0.0327 0.0400 -0.0129
H -0.0178 -0.0426 -0.0129
H -0.0251 -0.0015 0.0262
H 0.0409 -0.0295 0.0127
Br 0.1172 -0.0173 0.0986
C -0.2144 0.0189 0.1280
C 0.1959 0.0451 -0.1807
Br -0.1951 0.0785 0.0152
H 0.0403 -0.0606 -0.0298
H -0.0018 0.0528 0.0252
H 0.0316 -0.0242 0.0718
H -0.0478 0.0161 -0.0123
Br -0.0593 0.0002 -0.0293
C 0.1885 0.0523 0.0059
C -0.1608 -0.0756 -0.0901
Br 0.0738 -0.0302 0.0490
H -0.0620 0.0036 0.0043
H -0.0006 -0.0178 0.0350
H -0.0174 0.0207 0.0223
H 0.0602 0.0091 0.0301


No. 3
Computed, not measured: 11 unconnected molecules or ions with the total composition C13H30Cl20FNO4P2, with ωB97M-V/def2-TZVPD.

For the total energy, the calculation gives -295394.1899 eV. Its SMILES is CO[P@](=O)(OCCF)O[PH2]=N.ClCCl.ClCCl.ClCCl.ClCCl.ClCCl.ClCCl.ClCCl.ClCCl.ClCCl.ClCCl. The calculation puts the highest occupied orbital energy at -9.833 eV.

Each line ends with the Löwdin charge.
Positions of all 71 atoms, in Å:
C1 0.272 2.938 1.986  -0.073
O1 0.182 2.949 0.563  -0.215
P1 1.413 2.702 -0.389  0.305
O2 0.988 2.614 -1.771  -0.201
O3 2.196 1.470 0.224  -0.221
C2 1.586 0.167 0.039  -0.154
C3 1.885 -0.700 1.255  -0.172
F1 0.695 -1.306 1.670  -0.093
O4 2.444 3.879 -0.082  -0.354
P2 3.851 3.912 0.743  0.628
N1 5.119 3.438 0.000  -0.235
H1 1.244 3.293 2.333  0.068
H2 0.098 1.925 2.352  0.090
H3 -0.501 3.605 2.359  0.095
H4 0.505 0.287 -0.041  0.056
H5 1.983 -0.241 -0.889  0.111
H6 2.604 -1.487 1.024  0.122
H7 2.256 -0.074 2.068  0.055
H8 3.767 5.271 1.050  0.016
H9 3.534 3.254 1.941  -0.006
H10 5.531 2.647 0.487  -0.129
C4 5.040 -0.081 4.022  -0.978
Cl1 3.528 -0.789 4.597  0.531
Cl2 4.932 0.521 2.354  0.542
H11 5.280 0.757 4.665  0.028
H12 5.819 -0.833 4.056  0.029
C5 0.841 0.253 -4.556  -1.048
Cl3 1.552 -1.220 -3.873  0.502
Cl4 1.265 0.464 -6.265  0.494
H13 -0.235 0.154 -4.519  -0.109
H14 1.193 1.104 -3.989  0.013
C6 9.157 0.623 0.571  -1.019
Cl5 7.894 1.762 1.056  0.517
Cl6 10.748 1.381 0.469  0.509
H15 9.205 -0.168 1.309  0.022
H16 8.899 0.233 -0.406  0.026
C7 -2.841 0.521 -1.228  -1.010
Cl7 -2.029 -0.055 -2.688  0.580
Cl8 -2.040 -0.074 0.238  0.561
H17 -2.806 1.604 -1.222  0.030
H18 -3.858 0.154 -1.229  -0.036
C8 -1.383 -2.325 3.678  -1.015
Cl9 -3.012 -2.200 4.375  0.536
Cl10 -0.138 -1.850 4.832  0.523
H19 -1.220 -3.355 3.387  0.028
H20 -1.333 -1.663 2.823  -0.015
C9 -4.578 -4.930 2.442  -1.035
Cl11 -4.342 -6.676 2.586  0.507
Cl12 -3.594 -4.222 1.152  0.499
H21 -5.620 -4.744 2.210  0.025
H22 -4.291 -4.466 3.378  -0.028
C10 -3.580 -1.329 -5.760  -1.009
Cl13 -4.772 -0.036 -5.563  0.502
Cl14 -1.992 -0.715 -6.229  0.538
H23 -3.477 -1.842 -4.812  0.013
H24 -3.924 -1.995 -6.543  0.001
C11 -0.913 -2.024 -9.488  -1.032
Cl15 -2.339 -2.917 -8.942  0.500
Cl16 -0.969 -1.662 -11.216  0.509
H25 -0.875 -1.091 -8.939  -0.008
H26 -0.039 -2.633 -9.292  0.027
C12 -6.730 2.120 -0.985  -0.996
Cl17 -5.931 1.513 -2.441  0.529
Cl18 -5.947 1.539 0.493  0.520
H27 -6.677 3.202 -0.994  0.026
H28 -7.755 1.773 -0.988  0.025
C13 -3.638 -0.830 7.979  -1.037
Cl19 -4.115 -2.073 9.142  0.499
Cl20 -2.382 0.241 8.612  0.496
H29 -3.252 -1.320 7.094  -0.032
H30 -4.510 -0.230 7.746  0.024

Atomic forces in eV per Å
C 0.0493 -0.0439 0.0948
O -0.1503 0.1446 -0.0498
P 0.1606 0.1400 0.0084
O -0.0836 -0.1349 -0.4411
O 0.0625 -0.1134 0.1698
C 0.1084 0.0752 0.0104
C -0.0729 0.2896 -0.1855
F 0.1224 -0.0541 -0.0118
O -0.2079 -0.1025 0.2198
P 0.2081 -0.0250 -0.2069
N -0.1951 0.1140 0.5470
H -0.0296 -0.0178 -0.0173
H 0.0249 0.0372 0.0266
H -0.0089 -0.0432 0.0043
H 0.0458 -0.1298 -0.0792
H -0.0977 -0.0529 0.0084
H -0.0608 -0.0380 0.1436
H -0.0852 -0.1690 -0.0558
H 0.0632 0.0359 -0.0783
H -0.0464 0.0411 0.0713
H 0.0457 -0.0773 -0.4079
C 0.0652 0.1379 0.0326
Cl -0.0029 -0.0316 -0.0717
Cl -0.0608 -0.0869 0.1404
H 0.0233 0.0128 -0.0303
H -0.0493 -0.0445 -0.0133
C -0.0487 -0.0286 -0.0946
Cl -0.0009 0.0226 0.0177
Cl 0.0862 0.0151 0.0278
H 0.1060 0.0591 0.0882
H 0.0236 0.0652 0.0317
C -0.0302 -0.0616 -0.0311
Cl 0.2198 0.0415 0.0144
Cl 0.0047 0.0112 0.0050
H -0.0019 0.0105 0.0048
H 0.0109 0.0186 -0.0052
C 0.0730 -0.0203 0.0562
Cl -0.1135 -0.0370 0.0491
Cl -0.1129 0.0069 0.0544
H 0.0233 -0.0036 0.0092
H 0.0105 -0.0124 0.0087
C 0.0204 0.0083 -0.1195
Cl -0.0528 0.0125 0.0249
Cl 0.0095 0.0171 0.0781
H -0.0029 0.0039 0.0161
H -0.0022 -0.0178 0.0175
C -0.0295 0.0047 -0.0009
Cl 0.0064 -0.0046 -0.0002
Cl 0.0390 0.0312 0.0191
H 0.0021 -0.0112 -0.0054
H 0.0010 -0.0016 -0.0112
C -0.0552 -0.0556 0.0318
Cl 0.0151 -0.0054 -0.0136
Cl -0.0016 0.0738 -0.0182
H 0.0055 0.0164 0.0055
H 0.0083 0.0157 -0.0061
C 0.0331 0.0539 0.0883
Cl -0.0578 -0.0996 -0.0811
Cl -0.0059 -0.0006 -0.0029
H -0.0021 -0.0028 -0.0089
H -0.0052 -0.0039 -0.0098
C 0.0087 0.0213 -0.0089
Cl -0.0570 0.0134 -0.0723
Cl 0.0072 -0.0025 0.0086
H 0.0012 -0.0040 0.0065
H 0.0082 -0.0128 0.0111
C -0.0074 0.0056 -0.0424
Cl -0.0017 -0.0032 0.0013
Cl 0.0014 0.0026 0.0002
H 0.0339 -0.0102 0.0046
H 0.0023 0.0049 0.0227


Number 1: lowest unoccupied orbital energy -0.05 eV. Number 2: lowest unoccupied orbital energy 0.32 eV. Number 3: lowest unoccupied orbital energy 0.17 eV.